The following is a quantum chemistry calculation of 21 unconnected molecules or ions with the total composition C24H91N41O21 in a non-equilibrium geometry, from the Open Molecules 2025 dataset.

Geometry as XYZ:
```
177
Properties=species:S:1:pos:R:3:forces:R:3
C 4.83316 -0.81290 3.57243 -2.30 -2.02 -0.23
C 3.79196 0.03109 2.81985 2.27 2.31 1.92
C 2.38989 0.05506 3.36359 -1.43 -0.56 1.12
O 2.21355 0.48776 4.78839 1.75 -0.55 -1.83
C 0.89608 0.30861 5.19681 -0.92 -0.53 0.25
N 4.35615 1.43208 2.98355 -1.07 -0.18 -1.00
H 5.76705 -0.99965 3.04228 -0.05 0.49 0.24
H 4.29308 -1.75832 3.62350 0.40 -0.90 -0.22
H 4.87191 -0.65293 4.64993 0.54 0.94 -0.18
H 3.79215 -0.19958 1.75454 -0.22 -0.21 0.03
H 1.93786 -0.91653 3.16408 -0.14 -0.51 0.62
H 1.73545 0.70651 2.78443 0.20 0.52 -0.29
H 0.21440 0.67870 4.43102 -0.32 0.02 0.02
H 0.64860 0.77205 6.15184 0.59 0.74 -0.12
H 0.66919 -0.72971 5.43872 0.03 -0.29 -0.58
H 3.56610 1.97111 2.65894 -0.06 0.90 -0.44
H 4.27253 1.62063 3.97226 0.45 -0.08 0.48
C -5.72028 1.29300 4.11907 -0.30 0.03 0.72
O -5.63707 2.43764 4.45129 0.99 3.57 -0.69
N -5.33793 0.65409 3.05094 1.72 0.53 -3.30
N -6.20793 0.45127 4.97215 -2.57 -2.94 3.63
H -5.49082 -0.34151 2.97669 0.16 0.45 -0.63
H -5.06276 1.27937 2.30704 0.10 -0.90 -0.70
H -6.68452 -0.33949 4.56272 -0.20 -0.07 0.67
H -6.66662 0.94977 5.72128 -0.18 -0.56 0.20
C -1.06969 -4.67529 -2.19125 -1.60 -1.19 -2.63
O -1.92477 -5.51799 -2.55548 1.01 1.10 0.54
N -0.32998 -3.93115 -3.01133 0.18 0.38 -0.93
N -0.81805 -4.37882 -0.93862 -0.50 -1.19 2.02
H 0.36341 -3.37448 -2.53234 0.21 0.16 -1.04
H -0.57117 -3.86194 -3.98966 0.53 0.21 0.06
H -1.28701 -5.08547 -0.39017 0.42 0.64 1.28
H -0.15546 -3.66145 -0.68082 -0.50 -0.34 0.55
C 2.80765 -3.54609 -0.65209 -1.10 -0.86 0.32
O 2.45405 -3.43616 -1.77618 -0.25 2.09 -4.96
N 3.54009 -2.74836 0.05724 3.01 3.42 1.40
N 2.31415 -4.51857 0.01350 -1.78 -4.26 3.28
H 4.02394 -2.00641 -0.42802 0.12 -0.15 0.56
H 3.71957 -2.94250 1.03202 0.17 0.27 -0.31
H 1.52906 -4.99312 -0.40903 0.16 -0.30 0.20
H 2.52498 -4.68386 0.98732 -0.28 -0.16 -0.15
C 4.57851 -1.00522 -3.26525 -0.98 2.95 -0.47
O 4.18798 -1.17220 -4.39175 -0.58 -0.45 -3.26
N 4.33750 0.10207 -2.60910 -0.93 2.66 2.61
N 5.42269 -1.74458 -2.66878 3.46 -4.41 0.95
H 4.67607 0.06680 -1.65819 -0.12 0.57 0.05
H 3.66303 0.81224 -2.85580 -0.40 -0.44 -0.32
H 5.87613 -2.37267 -3.31685 -0.07 -0.54 0.70
H 5.61221 -1.73853 -1.67674 0.28 0.18 -0.26
C 2.34471 5.87564 -2.48650 1.80 0.72 0.82
O 3.08757 6.33514 -1.66969 1.55 1.16 2.71
N 1.79799 6.60282 -3.42779 -1.81 0.33 -2.24
N 2.08961 4.58488 -2.57797 -1.11 -2.41 -0.56
H 2.00992 7.57684 -3.59050 -0.15 -0.49 0.00
H 1.26037 5.97949 -4.01306 -0.43 1.53 -0.74
H 2.52181 3.93905 -1.93283 -0.05 0.07 -0.50
H 1.81001 4.29979 -3.50568 0.09 -0.99 0.69
C 0.06525 -0.92257 0.53805 1.05 0.13 -1.50
O -0.28721 -2.07706 0.47926 -0.43 -1.63 0.33
N 1.23055 -0.43686 0.13468 2.20 -0.85 -0.19
N -0.72071 0.07942 0.84697 -3.03 2.26 1.63
H 1.41276 0.54850 0.26104 0.40 -0.20 -0.55
H 1.90366 -1.09280 -0.23516 0.14 0.25 0.22
H -0.33618 1.00285 0.98667 -0.35 0.03 -0.20
H -1.72241 -0.01826 0.76239 0.03 0.17 0.10
C -1.48970 0.59528 -3.35573 1.83 1.21 0.31
O -2.61688 0.24901 -3.17289 -3.15 -1.27 0.29
N -0.91211 0.87498 -4.49192 -0.03 0.04 -5.36
N -0.62430 0.88840 -2.41303 1.18 0.30 3.51
H -1.34361 0.53010 -5.33746 -0.31 0.29 0.21
H -0.00498 1.28932 -4.65172 -0.14 -0.28 0.76
H -0.89922 0.66649 -1.46684 0.43 0.14 -0.01
H 0.33552 1.06416 -2.67371 -0.06 -0.17 0.55
C 6.55026 0.41906 -0.04254 1.80 -1.80 -3.08
O 5.80369 -0.52137 -0.11805 -2.51 -2.84 0.79
N 7.61798 0.45519 -0.80413 2.92 -0.37 -1.82
N 6.34436 1.46501 0.61468 -2.18 4.49 3.43
H 7.88645 -0.41210 -1.24667 0.14 0.47 -0.11
H 8.20178 1.27850 -0.84224 0.12 -0.55 -0.12
H 6.92110 2.29315 0.57419 -0.31 -0.32 0.33
H 5.48014 1.39336 1.13244 0.12 0.97 0.93
C 1.08700 -7.42560 1.21977 -0.02 -2.88 -3.38
O 0.51842 -8.06435 0.39654 -2.47 -2.04 -2.58
N 2.33213 -7.56353 1.45578 6.78 -2.13 0.84
N 0.70654 -6.44985 1.87770 -4.68 6.51 4.39
H 2.85432 -8.19443 0.86470 0.22 0.17 0.66
H 2.66651 -7.02341 2.24099 1.27 -0.76 -0.57
H -0.23887 -6.10854 1.77870 -0.12 0.09 0.52
H 1.35626 -6.16683 2.59732 -1.21 1.11 0.29
C -5.05830 -1.65990 -1.39635 -0.13 -0.83 1.56
O -5.82514 -1.77604 -0.42677 0.06 0.04 0.88
N -3.98431 -2.38978 -1.61460 1.85 -1.42 0.10
N -5.28371 -0.74703 -2.29903 -1.35 2.59 -2.14
H -3.39728 -2.21918 -2.41858 -0.05 0.01 0.15
H -3.58335 -2.97068 -0.89218 -0.29 -0.10 -0.16
H -4.59231 -0.43632 -2.96649 0.12 -0.02 0.15
H -6.01393 -0.10647 -2.02234 0.17 -0.12 -0.54
C 2.63808 1.93794 -5.12518 -1.64 -1.16 1.75
O 2.23306 1.71202 -3.97343 0.46 0.61 0.55
N 2.05026 2.78628 -5.93283 -1.94 3.19 -1.67
N 3.49476 1.21959 -5.77722 2.09 -0.90 -0.87
H 2.26357 2.74876 -6.91934 -0.26 0.48 0.30
H 1.47599 3.54446 -5.59303 -0.01 -0.43 -0.20
H 3.90807 0.43257 -5.29775 0.43 -0.79 -0.33
H 3.57803 1.48246 -6.74885 0.85 -0.92 0.30
C 0.93683 -2.12523 -5.37632 0.64 -0.82 0.31
O 0.06472 -2.88322 -5.55608 -6.27 -2.58 -2.77
N 1.91338 -2.57087 -4.70722 5.46 -2.00 3.82
N 1.12547 -0.93050 -5.82032 -0.15 4.85 -2.07
H 2.00525 -3.57429 -4.63793 -0.22 0.36 0.49
H 2.65105 -1.98626 -4.34092 0.01 -0.55 -0.34
H 0.39347 -0.45531 -6.32872 0.29 -0.09 0.34
H 1.88999 -0.42438 -5.39672 -0.36 0.16 -0.46
C 1.30918 -3.89960 4.07346 -1.91 0.00 -0.98
O 2.18509 -4.66502 3.81807 3.52 -2.57 -1.69
N 1.18825 -3.34344 5.21207 1.04 2.02 5.87
N 0.29254 -3.57199 3.32871 -1.47 -0.02 -3.66
H 0.46087 -2.67403 5.41925 0.23 -0.27 0.17
H 1.91924 -3.60200 5.85930 -0.45 0.41 0.35
H -0.51932 -3.13203 3.73789 -0.22 0.18 -0.45
H 0.35913 -3.85443 2.36130 -0.70 0.15 0.02
C 2.18731 3.25333 0.45611 -3.08 -1.27 0.38
O 1.64503 2.26436 -0.06786 -0.57 0.86 0.56
N 3.39172 3.56106 0.27515 6.74 0.49 -1.63
N 1.69063 4.20921 1.24947 -3.45 0.40 1.43
H 3.71434 4.35170 0.81451 0.91 -0.44 -0.79
H 4.01480 2.95001 -0.23328 0.07 0.30 0.11
H 0.82907 4.00036 1.73342 -0.36 0.22 0.19
H 2.28908 4.91166 1.66000 -0.40 -0.27 -0.04
C -4.42366 2.05596 -0.08116 -1.74 -1.81 0.39
O -3.39395 1.51153 0.23182 2.90 -0.96 0.60
N -5.58532 1.40784 -0.07750 -2.06 -1.65 0.21
N -4.56815 3.29295 -0.35133 0.06 4.51 -1.12
H -6.45756 1.91689 -0.08997 0.18 -0.39 -0.07
H -5.58222 0.39920 -0.02501 -0.28 -0.26 0.13
H -5.42838 3.70042 -0.68908 0.25 -0.25 0.22
H -3.75436 3.88434 -0.44134 0.12 0.89 0.15
C -1.59892 5.04693 -0.46938 -1.47 -0.97 0.91
O -2.75653 5.32183 -0.31806 -3.43 2.11 0.03
N -0.60417 5.84387 -0.54025 3.56 4.28 -0.54
N -1.25747 3.81081 -0.43848 1.56 -4.57 -0.31
H -0.76460 6.83424 -0.42389 0.16 -0.25 -0.10
H 0.32612 5.47295 -0.40959 -0.09 0.42 0.00
H -0.31625 3.55921 -0.70477 -0.34 -0.73 0.09
H -1.98917 3.13333 -0.27807 0.57 -0.50 -0.20
C -2.18044 3.71168 3.48990 -1.64 -1.49 -2.61
O -1.06660 3.42745 3.12779 2.45 -0.64 -1.63
N -2.38037 4.22279 4.63656 0.01 2.32 5.02
N -3.32764 3.47575 2.81269 0.63 -0.20 -1.10
H -3.25799 4.62703 4.93063 0.42 -0.10 0.11
H -1.50190 4.34991 5.11848 -0.56 0.37 0.55
H -3.14037 3.08161 1.90182 -0.78 -0.14 0.02
H -4.19510 3.45516 3.32961 -0.22 -0.29 -0.46
C -4.60940 2.85311 -4.63521 1.89 -0.87 -1.31
O -3.84263 2.52954 -5.52469 1.67 -0.77 0.17
N -5.72793 3.37076 -4.98592 -4.52 2.15 -1.33
N -4.48654 2.76862 -3.32052 1.33 -0.55 1.87
H -5.85920 3.41781 -5.98624 -0.51 0.35 0.40
H -6.36062 3.70709 -4.27411 -0.30 0.10 -0.88
H -5.31343 2.96082 -2.77332 0.64 -0.49 0.10
H -3.77857 2.10739 -3.03477 -0.06 -0.11 0.62
C -3.01268 -4.27724 1.91549 1.32 -0.98 -1.63
O -2.23511 -5.08190 1.48146 1.73 -2.66 0.03
N -2.79226 -3.01310 1.81029 0.55 5.04 -0.10
N -4.19148 -4.50291 2.39136 -4.26 -1.61 2.17
H -3.60146 -2.42170 1.93498 0.64 0.41 -0.24
H -1.97797 -2.65459 1.33226 0.17 -0.07 -0.22
H -4.75331 -3.69856 2.63107 -0.17 -0.75 0.08
H -4.54231 -5.43494 2.55969 0.15 0.31 -0.16
C -2.35281 -1.08247 4.43213 0.23 0.09 0.89
O -1.68969 -2.04087 4.72981 2.00 -2.19 -0.14
N -2.31350 -0.31300 3.39010 1.73 0.35 -3.39
N -3.19427 -0.58203 5.27737 -3.47 0.83 3.49
H -1.52565 -0.52303 2.79406 -0.47 0.70 -0.72
H -3.07883 0.32339 3.21870 0.72 0.10 -0.57
H -3.49619 -1.22097 5.99897 -0.27 0.43 0.05
H -3.81636 0.12408 4.91057 -0.15 -0.28 0.91
```
Forces are in eV/Å.

Values from the calculation:
HOMO energy ... -7.6 eV
Maximum force ... 9.139 eV/Å
Charge ... 0
Frontier orbital gap ... 7.2 eV

Results of the Löwdin charge analysis, in e, for atoms 1 through 99:
1. C -0.04
2. C -0.39
3. C -0.15
4. O -0.17
5. C -0.13
6. N 0.03
7. H 0.08
8. H 0.07
9. H 0.09
10. H 0.11
11. H 0.12
12. H 0.10
13. H 0.08
14. H 0.09
15. H 0.06
16. H 0.04
17. H 0.07
18. C -0.82
19. O 0.07
20. N 0.19
21. N 0.16
22. H 0.13
23. H 0.09
24. H 0.12
25. H 0.13
26. C -0.72
27. O -0.02
28. N 0.18
29. N 0.16
30. H 0.06
31. H 0.08
32. H 0.09
33. H 0.05
34. C -0.83
35. O 0.07
36. N 0.20
37. N 0.20
38. H 0.07
39. H 0.12
40. H 0.11
41. H 0.09
42. C -0.77
43. O 0.01
44. N 0.22
45. N 0.21
46. H 0.07
47. H 0.08
48. H 0.14
49. H 0.08
50. C -0.81
51. O 0.04
52. N 0.18
53. N 0.19
54. H 0.13
55. H 0.10
56. H 0.08
57. H 0.08
58. C -0.71
59. O 0.03
60. N 0.20
61. N 0.17
62. H 0.04
63. H 0.09
64. H 0.10
65. H 0.09
66. C -0.75
67. O 0.04
68. N 0.18
69. N 0.20
70. H 0.12
71. H 0.07
72. H 0.08
73. H 0.08
74. C -0.81
75. O 0.00
76. N 0.19
77. N 0.22
78. H 0.12
79. H 0.12
80. H 0.14
81. H 0.07
82. C -0.90
83. O 0.08
84. N 0.16
85. N 0.19
86. H 0.13
87. H 0.10
88. H 0.10
89. H 0.07
90. C -0.75
91. O -0.04
92. N 0.21
93. N 0.17
94. H 0.11
95. H 0.10
96. H 0.08
97. H 0.09
98. C -0.74
99. O -0.02

The following is a quantum chemistry calculation of 3 unconnected molecules or ions with the total composition C16H21B3ClF16NO6 in a non-equilibrium geometry, from the Open Molecules 2025 dataset.

Geometry as XYZ:
```
64
Properties=species:S:1:pos:R:3:forces:R:3
C 2.14218 -1.59404 0.53506 -0.67 -0.22 -0.34
C 1.60209 -0.82086 -0.76573 -0.64 0.61 0.59
Cl 1.90945 -1.74283 -2.34397 0.03 0.38 1.20
C 2.15648 0.69479 -0.86567 0.23 -0.78 0.98
B 1.02707 1.70519 -0.29627 0.14 1.26 -0.70
O 1.45764 2.77342 0.61233 -1.16 -3.13 1.29
B 1.02437 2.26511 1.91224 -1.29 0.79 -2.15
O -0.36703 1.88978 1.99708 1.97 0.35 -2.01
B -1.02577 1.93176 0.71431 -1.29 0.26 -0.72
C -2.62115 2.29146 0.72340 -0.22 -0.13 0.73
C -3.50355 0.94414 0.89998 -0.24 -0.07 -0.49
C -3.86863 0.25232 -0.49163 0.81 -0.15 -2.31
N -4.68042 -0.97736 -0.40003 2.16 1.05 -0.09
O -3.47876 0.67039 -1.61565 -1.52 -0.99 3.85
O -0.38601 1.63792 -0.55418 1.57 0.30 3.41
H 1.28552 -1.62204 1.30432 1.37 0.03 -1.09
H 2.37860 -2.66797 0.23773 -0.20 1.44 0.57
H 3.03876 -1.09474 1.02435 -1.05 -0.69 -0.81
H 0.45713 -0.79531 -0.65991 1.76 -0.08 -0.55
H 3.03279 0.74541 -0.11676 -1.15 0.12 -1.30
H 2.56922 0.96732 -1.88805 -0.73 -0.42 1.21
H 1.82083 2.14707 2.77436 -0.24 0.10 0.34
H -2.94254 2.90896 -0.18341 0.38 -1.15 1.15
H -2.83247 2.92585 1.66255 0.35 -0.92 -1.40
H -4.48546 1.16832 1.45093 1.43 -0.39 -0.84
H -2.93342 0.15935 1.52347 -0.89 1.15 -0.84
H -4.21562 -1.60954 0.27694 -0.71 0.54 -0.29
H -4.65916 -1.45569 -1.31779 -0.04 0.60 0.64
F 0.21375 1.78288 -5.18725 -0.02 -0.11 -0.12
C -0.42991 1.06742 -4.24444 0.21 0.37 0.74
F 0.50537 0.72366 -3.32309 -0.23 -0.14 -0.11
C -1.09601 -0.18579 -4.81328 0.02 -0.64 -0.59
F -0.17354 -1.03706 -5.32305 0.07 0.28 0.05
F -1.68292 -0.84800 -3.77416 0.00 0.44 0.03
C -2.19752 0.05266 -5.86791 -0.74 -0.29 -0.22
O -1.81922 -0.08888 -7.24434 1.08 1.00 0.14
C -1.26413 1.03730 -7.88807 -1.62 -0.53 0.87
F -1.37792 2.11874 -7.09543 0.36 0.12 -0.36
F -2.05384 1.27752 -8.96013 0.47 -0.09 -0.19
C 0.17196 0.79213 -8.36003 0.73 -0.23 -0.24
F 0.99031 0.49949 -7.32749 -0.31 -0.01 0.01
F 0.67677 1.89857 -8.95825 -0.40 0.06 0.02
H -1.15980 1.71532 -3.75116 -0.15 -0.14 -0.03
H -2.93437 -0.74098 -5.71602 0.29 -0.05 -0.02
H -2.75090 0.97834 -5.69144 0.34 0.04 0.03
H 0.21316 -0.03737 -9.07000 -0.23 0.03 0.01
F 1.77187 -3.26683 6.29084 0.00 0.16 -0.07
C 0.68312 -3.12394 5.51378 -0.21 -0.85 -0.06
F 0.70725 -4.15518 4.63149 -0.13 0.26 -0.19
C 0.66737 -1.78978 4.76690 0.58 0.71 -0.21
F 1.71486 -1.69799 3.91376 -0.03 -0.21 0.19
F -0.45526 -1.76458 3.98700 -0.11 -0.22 0.35
C 0.62568 -0.52437 5.65017 -0.33 0.81 0.00
O 1.87124 0.14687 5.87968 0.54 -1.25 0.48
C 2.67088 -0.30878 6.95017 -1.65 0.76 -0.22
F 1.98348 -1.20240 7.68501 0.48 -0.06 0.11
F 2.86142 0.76320 7.75182 0.45 -0.17 -0.18
C 4.02835 -0.84004 6.48101 0.73 -0.22 -0.30
F 3.88717 -1.88401 5.63657 -0.24 0.20 0.05
F 4.76001 -1.28237 7.53155 -0.32 0.23 0.14
H -0.20863 -3.23932 6.13605 -0.05 0.17 -0.03
H 0.03157 0.20838 5.09608 0.21 -0.14 -0.13
H 0.07124 -0.68156 6.57886 0.22 -0.26 -0.06
H 4.59502 -0.06140 5.96478 -0.17 0.14 0.08
```
Forces are in eV/Å.

Values from the calculation:
HOMO energy ... -10.2 eV
Maximum force ... 4.254 eV/Å
Charge ... 0
ΔE to the lowest compared entry with this formula, charge and spin ... 38.0 kcal per mole
Frontier orbital gap ... 10.4 eV
SMILES ... C[C@H](Cl)CB1OBOB(CCC(N)=O)O1.FC(F)C(F)(F)COC(F)(F)C(F)F.FC(F)C(F)(F)COC(F)(F)C(F)F

Atom-resolved charges from Löwdin, all expressed in e:
1. C -0.11
2. C -0.66
3. Cl 0.55
4. C -0.08
5. B -0.45
6. O 0.16
7. B -0.22
8. O 0.18
9. B -0.43
10. C -0.06
11. C -0.11
12. C -0.41
13. N 0.09
14. O 0.01
15. O 0.22
16. H 0.08
17. H 0.07
18. H 0.08
19. H 0.10
20. H 0.12
21. H 0.11
22. H 0.11
23. H 0.12
24. H 0.12
25. H 0.13
26. H 0.13
27. H 0.09
28. H 0.09
29. F 0.09
30. C -0.28
31. F 0.06
32. C -0.43
33. F 0.12
34. F 0.10
35. C -0.04
36. O 0.03
37. C -0.51
38. F 0.14
39. F 0.14
40. C -0.28
41. F 0.10
42. F 0.10
43. H 0.18
44. H 0.15
45. H 0.15
46. H 0.18
47. F 0.10
48. C -0.30
49. F 0.09
50. C -0.43
51. F 0.12
52. F 0.10
53. C -0.04
54. O 0.03
55. C -0.51
56. F 0.14
57. F 0.15
58. C -0.28
59. F 0.10
60. F 0.10
61. H 0.17
62. H 0.15
63. H 0.15
64. H 0.18

The following is a quantum chemistry calculation of a molecular structure, C3H5N3OS in a non-equilibrium geometry, from the Open Molecules 2025 dataset.

Geometry as XYZ:
```
13
Properties=species:S:1:pos:R:3:forces:R:3
C -0.01984 -0.38651 0.90214 -3.61 -3.83 3.17
C 0.83726 -0.60589 -1.01136 2.10 -5.91 4.98
C -0.16904 0.84360 0.37082 0.83 0.02 -1.73
H -2.11084 -0.97488 1.81686 4.77 0.08 0.14
H -0.87565 -2.22638 1.61673 0.34 3.51 0.88
H 1.42104 -0.53021 -2.97939 0.90 -3.20 4.95
H 0.30574 1.22948 -1.75624 0.45 -0.84 1.05
H -0.03548 3.56069 0.88330 -2.08 -3.06 0.13
N -0.92094 -1.14275 1.94082 -2.29 -0.94 -2.02
N 0.68430 -1.26120 0.19588 0.00 0.46 -2.88
N 0.45206 0.56472 -0.96633 -3.66 8.31 -0.18
O 1.57696 -1.20075 -1.86825 0.48 2.16 -7.96
S -1.14557 2.13008 0.85501 1.76 3.24 -0.51
```
Forces are in eV/Å.

Values from the calculation:
HOMO energy ... -8.0 eV
Maximum force ... 9.083 eV/Å
Charge ... 0
ΔE to the lowest compared entry with this formula, charge and spin ... 139.9 kcal per mole
Frontier orbital gap ... 7.2 eV

Atom-resolved charges from Löwdin, all expressed in e:
1. C -0.42
2. C -0.62
3. C -0.72
4. H 0.15
5. H 0.10
6. H 0.32
7. H 0.18
8. H 0.03
9. N -0.01
10. N 0.14
11. N 0.12
12. O 0.08
13. S 0.66

Question: HOMO energy of number 3 (C3H5N3OS)?
Answer: -8.0 eV

Question: Among the records above, which one has the highest HOMO energy?
Answer: C24H91N41O21

Question: What is the frontier orbital gap in the first record?
Answer: 7.2 eV